Record 1
Below is a 2-piece molecular cluster, C6H10O3S overall in a non-equilibrium geometry, with properties calculated with ωB97M-V with the def2-TZVPD basis set.

Results
SMILES string = C=CC(=O)O.C=CCSO
ΔE to the lowest compared entry with this formula, charge and spin = 42.79 kcal/mol
HOMO level = -0.324 Eh
Frontier orbital gap = 9.0 eV

The geometry in ORCA input format:
```
! RIJCOSX wB97M-V def2-TZVPD def2/J DEFGRID3
* xyz 0 1
C -1.117 0.808 2.642
C 2.084 1.160 -2.084
C -1.083 0.391 1.402
C 1.538 -0.047 -2.225
C -0.632 -1.002 1.231
C 0.213 -0.523 -1.952
O 0.830 -2.758 0.014
O -0.663 0.494 -1.643
O -0.179 -1.650 -2.268
S 1.048 -1.194 0.461
H -1.448 1.841 2.970
H -0.980 0.002 3.445
H 2.961 1.494 -2.457
H 1.502 1.820 -1.547
H -1.228 1.020 0.624
H 2.210 -0.661 -2.722
H -0.530 -1.608 2.124
H -1.455 -1.560 0.678
H -1.483 -0.042 -1.682
H 0.529 -2.631 -0.843
*
```

The computed natural (NBO) charges, all in e, follow:
1 C -0.357
2 C -0.278
3 C -0.232
4 C -0.320
5 C -0.582
6 C 0.739
7 O -0.828
8 O -0.686
9 O -0.653
10 S 0.546
11 H 0.204
12 H 0.191
13 H 0.198
14 H 0.185
15 H 0.214
16 H 0.218
17 H 0.229
18 H 0.228
19 H 0.494
20 H 0.489



Record 2
Below is a 2-piece molecular cluster, C6H10O3S overall in a non-equilibrium geometry, with properties calculated with ωB97M-V with the def2-TZVPD basis set.

Results
ΔE to the lowest compared entry with this formula, charge and spin = 89.88 kcal/mol
HOMO level (alpha / beta) = -0.300 / -0.304 Eh
Frontier orbital gap (alpha / beta) = 7.3 / 7.9 eV

The geometry in ORCA input format:
```
! RIJCOSX wB97M-V def2-TZVPD def2/J DEFGRID3
* xyz 0 1
C 1.556 0.378 1.077
C -1.888 0.958 0.332
C -2.367 -0.338 0.625
C 0.107 0.175 0.785
C 2.075 -0.772 1.939
C 0.424 0.609 -2.847
O 2.163 1.418 0.872
O -0.427 -2.183 0.001
O -0.634 1.202 0.471
S -0.793 -1.303 1.085
H -0.611 0.510 -3.061
H -2.485 1.730 -0.117
H -3.035 -0.282 1.412
H -2.906 -0.603 -0.294
H 1.702 -0.774 2.878
H 3.134 -0.764 1.917
H 1.686 -1.694 1.392
H 0.916 1.460 -3.228
H 0.644 -0.278 -3.477
H 0.737 0.552 -1.762
*
```

The computed natural (NBO) charges, all in e, follow:
1 C 0.524
2 C 0.224
3 C -0.711
4 C -0.236
5 C -0.701
6 C -0.868
7 O -0.556
8 O -0.961
9 O -0.267
10 S 1.272
11 H 0.209
12 H 0.196
13 H 0.257
14 H 0.278
15 H 0.226
16 H 0.235
17 H 0.224
18 H 0.215
19 H 0.220
20 H 0.221